# 1
DFT (ωB97M-V/def2-TZVPD) results for a structure of composition C34H39N5O3P2RuS at a distorted geometry.

The geometry in XYZ format:
```
85
Properties=species:S:1:pos:R:3:forces:R:3:lowdin_charge:R:1
Ru -1.097 -3.042 -0.086 -0.9 2.3 0.7 1.35
C -0.553 -4.909 0.194 1.9 -2.0 0.5 -0.27
C 0.558 -4.154 -0.360 0.8 -2.4 0.0 -0.27
C 1.033 -4.318 -1.775 -0.3 -0.1 -0.4 -0.17
C -0.105 -4.026 -2.788 1.3 -0.4 0.0 -0.15
C -1.132 -3.137 -2.147 -1.7 0.1 -2.0 -0.29
C -2.385 -3.513 -1.577 0.5 0.6 -2.3 -0.27
C -2.734 -4.927 -1.292 -0.3 -0.2 0.8 -0.16
C -1.549 -5.705 -0.633 -0.3 -0.7 -0.2 -0.15
C -1.393 1.632 -0.589 -0.4 0.1 1.3 -0.19
H -0.444 -5.237 1.245 -0.2 0.3 -0.8 0.12
H 1.379 -3.880 0.309 -0.5 -0.1 0.2 0.10
H 1.437 -5.314 -1.926 0.0 -0.4 0.1 0.13
H 1.894 -3.679 -1.958 0.0 0.4 0.0 0.10
H 0.379 -3.470 -3.601 -0.4 -0.2 -0.1 0.12
H -0.473 -4.976 -3.218 -0.2 0.6 0.3 0.13
H -1.162 -2.158 -2.615 -0.3 -0.1 0.1 0.06
H -3.175 -2.789 -1.732 -0.2 0.0 0.3 0.09
H -3.041 -5.411 -2.226 0.0 -0.1 0.2 0.14
H -3.593 -4.931 -0.602 0.2 -0.1 -0.4 0.12
H -1.995 -6.438 0.041 0.1 -0.1 -0.2 0.12
H -1.045 -6.239 -1.433 0.3 -0.2 0.1 0.11
H -1.414 1.031 0.332 0.0 0.5 -0.3 -0.01
H -2.463 1.815 -0.865 1.0 -0.2 -0.2 0.08
H -0.925 2.633 -0.320 -0.1 -1.5 -0.7 0.08
P -0.563 0.690 -1.930 -3.4 1.5 -2.7 1.06
P 1.281 0.484 0.694 0.8 -1.6 1.1 1.12
N -2.071 0.005 -2.753 1.5 0.0 1.1 -0.18
N -0.232 1.893 -3.025 -0.2 0.3 0.1 -0.25
N 0.599 -1.090 1.485 0.7 -0.4 -0.9 -0.15
N 2.730 0.775 1.585 0.3 0.4 0.0 -0.26
C 0.870 -0.417 -1.963 0.7 -0.8 0.7 -0.28
C 1.903 -0.402 -0.789 0.4 -0.5 -0.1 -0.33
C -3.294 -0.322 -2.131 -0.5 0.2 0.0 -0.18
C -4.258 -0.477 -3.116 0.8 0.0 0.7 -0.06
C -3.625 -0.279 -4.378 1.3 0.0 0.4 -0.05
C -2.285 -0.035 -4.143 -0.3 0.0 0.1 -0.12
C -1.163 2.921 -3.274 0.8 0.8 -0.5 -0.11
C -0.518 3.904 -4.005 -0.8 -1.1 0.8 -0.03
C 0.836 3.459 -4.217 0.4 0.5 -0.3 -0.05
C 0.989 2.256 -3.595 0.6 -0.2 -0.1 -0.11
C -0.760 -1.395 1.236 -0.5 0.3 2.3 -0.32
C -1.080 -2.632 1.955 1.7 2.3 1.5 -0.23
C 0.191 -3.094 2.474 -1.0 0.2 0.0 -0.06
C 1.183 -2.213 2.083 -0.6 1.2 0.2 -0.09
C 3.553 -0.033 2.371 0.4 0.1 0.5 -0.13
C 4.383 0.744 3.149 -0.4 0.0 -0.3 -0.05
C 4.118 2.116 2.812 -1.1 -0.4 -0.9 -0.07
C 3.120 2.105 1.845 0.5 -0.3 1.1 -0.14
H 1.484 -0.328 -2.885 -1.1 0.2 0.2 0.11
H 0.357 -1.389 -1.977 0.4 0.2 -0.1 0.03
H 2.103 -1.457 -0.523 0.2 0.5 -0.3 0.08
H 2.861 0.077 -1.082 -0.6 -0.2 0.0 0.10
H -3.396 -0.386 -1.035 0.1 0.1 -0.8 0.12
H -5.301 -0.738 -2.958 0.3 0.2 0.1 0.12
H -4.083 -0.326 -5.354 0.0 -0.1 0.0 0.11
H -1.435 0.074 -4.812 -0.4 0.2 0.1 0.12
H -2.162 2.843 -2.859 0.2 0.2 -0.4 0.12
H -1.010 4.826 -4.309 0.4 -0.3 -0.1 0.12
H 1.609 4.018 -4.780 -0.6 -0.6 0.6 0.13
H 1.842 1.582 -3.461 -0.4 0.7 -0.3 0.11
H -1.478 -0.597 1.160 0.1 0.2 0.2 0.08
H -2.076 -2.773 2.370 0.1 -0.5 -0.2 0.13
H 0.299 -3.998 3.073 0.3 0.3 -0.3 0.13
H 2.261 -2.316 2.219 -0.8 0.1 0.0 0.11
H 3.494 -1.106 2.313 0.2 0.3 0.1 0.08
H 5.088 0.401 3.918 -0.4 0.1 -0.7 0.12
H 4.564 3.005 3.248 0.0 -0.3 -0.3 0.11
H 2.640 2.910 1.320 -0.1 0.2 0.0 0.11
O -2.232 5.466 2.923 0.6 -1.2 -0.8 -0.22
S -0.972 5.018 2.384 0.9 2.4 2.1 0.66
O -0.413 5.733 1.265 -0.4 -1.3 0.1 -0.23
N -0.905 3.394 2.149 -1.9 -0.6 -2.3 0.09
C -0.072 2.702 2.955 2.2 -1.3 2.1 -0.43
O 0.200 1.483 2.839 -1.2 2.3 0.1 0.01
C 0.570 3.625 3.951 0.6 -0.5 -0.2 -0.14
C 1.584 3.336 4.873 0.0 0.0 0.2 0.01
C 2.200 4.393 5.559 -0.2 -0.3 -0.2 -0.03
C 1.806 5.726 5.327 -0.4 -0.3 -0.4 -0.01
C 0.801 6.010 4.389 0.1 -0.2 0.0 0.00
C 0.227 4.939 3.710 -0.1 0.9 0.0 -0.21
H 1.872 2.292 5.024 0.0 0.4 0.0 0.13
H 3.004 4.180 6.273 -0.4 0.1 -0.3 0.12
H 2.282 6.532 5.880 -0.1 -0.1 -0.2 0.12
H 0.478 7.023 4.164 0.2 -0.1 0.1 0.13
```
Forces are in eV/Å.

As for the energy above the lowest of the compared OMol25 structures with the same formula, charge and spin: 0.0 kJ/mol. As for the multiplicity: 5. Its HOMO energy (spin up / spin down) is -12.69 / -13.41 eV. The net charge is +2. The HOMO-LUMO gap (spin up / spin down) comes out at 0.2370 / 0.1727 Eh.

---

# 2
DFT (ωB97M-V/def2-TZVPD) results for a structure of composition C34H39N6O2SV.

The geometry in XYZ format:
```
83
Properties=species:S:1:pos:R:3:forces:R:3:lowdin_charge:R:1
V 1.280 1.118 0.555 -0.3 0.5 -0.3 0.76
C -0.216 1.071 4.956 0.0 0.0 0.0 -0.11
N -0.695 0.997 3.593 0.0 0.0 0.0 -0.20
C -1.841 1.868 3.383 0.0 0.0 0.0 -0.08
C -0.865 -0.311 3.062 0.0 0.0 0.0 -0.18
C -0.870 -1.434 3.884 0.0 0.0 0.0 -0.04
C -1.036 -2.713 3.369 0.0 0.0 0.0 -0.11
C -1.220 -2.879 2.007 0.0 0.0 0.0 -0.10
C -1.206 -1.770 1.176 0.0 0.0 0.0 -0.04
C -1.002 -0.476 1.662 -0.1 0.0 0.0 -0.25
N -0.814 0.602 0.794 0.2 -0.1 0.2 -0.02
C -1.727 0.890 -0.157 0.1 -0.1 -0.1 -0.27
C -3.060 0.405 -0.166 -0.1 0.0 0.0 -0.04
C -3.977 0.812 -1.118 0.0 0.0 0.0 -0.12
C -3.624 1.701 -2.127 0.0 0.0 0.0 -0.14
C -2.313 2.165 -2.157 0.0 0.0 0.0 -0.07
C -1.378 1.773 -1.217 0.0 0.0 0.0 -0.21
N -0.025 2.313 -1.233 0.0 -0.1 0.1 -0.22
C 0.699 2.082 -2.490 0.0 0.0 0.0 -0.07
C -0.059 3.758 -0.988 0.1 0.0 0.0 -0.07
H -0.958 0.736 5.699 0.0 0.0 0.0 0.08
H 0.030 2.112 5.185 0.0 0.0 0.0 0.08
H 0.690 0.475 5.064 0.0 0.0 0.0 0.08
H -2.696 1.580 4.016 0.0 0.0 0.0 0.09
H -2.147 1.836 2.340 0.0 0.0 0.0 0.07
H -1.567 2.896 3.637 0.0 0.0 0.0 0.08
H -0.739 -1.318 4.951 0.0 0.0 0.0 0.09
H -1.020 -3.568 4.034 0.0 0.0 0.0 0.09
H -1.348 -3.868 1.583 0.0 0.0 0.0 0.09
H -1.303 -1.899 0.103 0.0 0.0 0.0 0.11
H -3.365 -0.281 0.614 0.0 0.0 0.0 0.10
H -4.990 0.426 -1.069 0.0 0.0 0.0 0.09
H -4.339 2.008 -2.880 0.0 0.0 0.0 0.09
H -2.011 2.849 -2.944 0.0 0.0 0.0 0.10
H 0.213 2.579 -3.341 0.0 0.0 0.0 0.08
H 0.766 1.016 -2.697 0.0 0.1 0.0 0.07
H 1.710 2.470 -2.375 0.0 0.0 0.0 0.09
H -0.517 4.299 -1.828 0.0 0.0 0.0 0.09
H 0.958 4.133 -0.852 -0.1 0.0 0.0 0.08
H -0.661 3.967 -0.103 0.0 0.0 0.0 0.09
C -0.697 -2.335 -5.498 0.0 0.0 0.0 -0.05
C -1.246 -2.154 -4.077 0.0 0.0 0.0 -0.55
C -2.393 -3.146 -3.839 0.0 0.0 0.0 -0.05
C -1.805 -0.740 -3.952 0.0 0.0 0.0 -0.06
C -0.137 -2.417 -3.058 0.0 0.1 0.0 -0.16
C 0.509 -3.663 -3.071 0.0 0.0 0.0 -0.05
C 1.487 -3.983 -2.153 0.0 0.0 0.0 -0.08
C 1.843 -3.032 -1.207 0.0 0.0 0.0 -0.47
S 2.958 -3.176 0.110 -0.1 0.1 0.0 1.10
C 2.565 -1.545 0.596 -0.2 0.1 -0.3 -0.49
N 1.700 -0.926 -0.180 0.2 -0.3 0.1 0.04
C 1.245 -1.768 -1.188 0.1 -0.1 0.0 -0.27
C 0.236 -1.477 -2.110 0.0 0.0 0.0 0.03
C 3.098 -0.932 1.796 0.0 0.1 0.1 -0.26
C 4.053 -1.588 2.583 0.0 0.0 0.0 -0.08
C 4.509 -0.984 3.737 0.0 0.0 0.0 -0.12
C 4.009 0.273 4.080 0.0 0.0 0.0 -0.11
C 3.072 0.905 3.277 0.1 0.0 0.1 -0.13
C 2.557 0.338 2.098 0.0 -0.2 0.0 -0.11
H -1.483 -2.138 -6.231 0.0 0.0 0.0 0.08
H -0.326 -3.347 -5.666 0.0 0.0 0.0 0.07
H 0.124 -1.639 -5.680 0.0 0.0 0.0 0.09
H -3.197 -2.974 -4.560 0.0 0.0 0.0 0.08
H -2.802 -3.020 -2.835 0.0 0.0 0.0 0.09
H -2.060 -4.180 -3.941 0.0 0.0 0.0 0.07
H -2.594 -0.590 -4.694 0.0 0.0 0.0 0.09
H -1.034 0.014 -4.124 0.0 0.0 0.0 0.08
H -2.240 -0.559 -2.969 0.0 0.0 0.0 0.07
H 0.226 -4.405 -3.807 0.0 0.0 0.0 0.10
H 1.958 -4.959 -2.163 0.0 0.0 0.0 0.10
H -0.265 -0.522 -2.036 0.0 -0.1 0.0 0.08
H 4.437 -2.561 2.293 0.0 0.0 0.0 0.08
H 5.247 -1.473 4.360 0.0 0.0 0.0 0.09
H 4.370 0.764 4.978 0.0 0.0 0.0 0.09
H 2.757 1.900 3.583 0.0 0.0 0.0 0.07
N 1.111 2.960 1.765 0.0 0.0 -0.1 -0.02
N 2.295 3.704 1.587 0.0 0.0 -0.1 0.01
C 3.020 3.472 0.372 0.1 -0.2 0.1 -0.74
O 3.791 4.365 0.028 0.0 0.1 0.0 -0.01
O 2.793 2.354 -0.192 0.1 0.1 0.0 -0.12
H 0.273 3.491 1.552 0.0 0.0 0.0 0.08
H 1.036 2.590 2.705 0.0 -0.1 0.0 0.06
H 2.240 4.687 1.810 0.0 0.0 0.0 0.12
```
Forces are in eV/Å.

As for the energy above the lowest of the compared OMol25 structures with the same formula, charge and spin: 0.0 kJ/mol. As for the multiplicity: 4. Its HOMO energy (spin up / spin down) is -3.06 / -4.15 eV. The net charge is -1. The HOMO-LUMO gap (spin up / spin down) comes out at 0.2030 / 0.2428 Eh.

---

# 3
DFT (ωB97M-V/def2-TZVPD) results for a structure of composition C34H39N8O4SW.

The geometry in XYZ format:
```
87
Properties=species:S:1:pos:R:3:forces:R:3:lowdin_charge:R:1
W 0.037 0.732 1.578 -0.3 -0.3 0.0 1.77
O 0.841 -2.094 4.394 0.0 0.0 0.1 0.16
C 0.299 -1.482 3.522 0.1 0.0 -0.1 -0.51
O 0.497 -0.180 3.266 0.0 0.1 0.1 -0.22
C -0.715 -2.057 2.571 0.1 0.0 0.0 -0.17
C -1.424 -3.230 2.719 0.0 0.0 0.0 0.05
C -2.454 -3.484 1.814 0.0 0.0 0.0 0.00
C -2.756 -2.557 0.829 0.0 0.0 -0.1 0.03
C -1.965 -1.424 0.727 0.0 0.0 -0.1 -0.20
N -0.961 -1.218 1.567 0.1 0.1 -0.1 0.01
C -2.217 -0.223 -0.140 -0.1 0.0 0.2 -0.56
O -3.141 -0.128 -0.898 0.0 0.0 -0.1 0.12
O -1.360 0.752 0.143 0.1 0.0 0.0 -0.20
H -1.194 -3.897 3.538 0.0 0.0 0.0 0.14
H -3.043 -4.386 1.908 0.0 0.0 0.0 0.12
H -3.592 -2.681 0.156 0.0 0.0 0.0 0.13
C 1.773 0.782 -1.560 0.0 0.0 0.0 -0.09
N 1.167 1.687 -0.570 0.0 0.0 0.0 -0.23
C 0.172 2.518 -1.301 0.0 0.0 0.0 -0.04
C 2.141 2.572 0.040 0.0 0.0 0.0 -0.23
C 3.371 2.892 -0.512 0.0 0.0 0.0 -0.01
C 4.220 3.767 0.159 0.0 0.0 0.0 -0.07
C 3.839 4.321 1.371 0.0 0.0 0.0 -0.07
C 2.608 3.998 1.928 0.0 0.0 0.0 -0.02
C 1.763 3.124 1.262 0.0 0.0 0.0 -0.27
N 0.542 2.651 1.794 0.0 0.0 -0.1 -0.11
C -0.521 3.562 1.984 0.0 0.0 0.0 -0.23
C -0.488 4.905 1.628 0.0 0.0 0.0 -0.01
C -1.638 5.677 1.728 0.0 0.0 0.0 -0.06
C -2.825 5.123 2.174 0.0 0.0 0.0 -0.07
C -2.864 3.783 2.543 0.0 0.0 0.0 -0.01
C -1.720 3.017 2.445 0.0 0.0 0.0 -0.21
N -1.634 1.615 2.879 0.0 0.1 0.0 -0.27
C -2.938 0.923 2.816 0.0 0.0 -0.1 -0.04
C -1.223 1.671 4.318 0.0 0.0 0.0 -0.04
H 2.068 1.334 -2.458 0.0 0.0 0.0 0.10
H 1.041 0.033 -1.851 0.0 0.0 0.0 0.02
H 2.657 0.297 -1.153 0.0 0.0 0.0 0.09
H 0.692 3.129 -2.044 0.0 0.0 0.0 0.11
H -0.361 3.167 -0.611 0.0 0.0 0.0 0.08
H -0.544 1.865 -1.793 0.0 0.0 0.0 0.09
H 3.680 2.473 -1.459 0.0 0.0 0.0 0.11
H 5.180 4.013 -0.273 0.0 0.0 0.0 0.11
H 4.503 4.997 1.892 0.0 0.0 0.0 0.11
H 2.305 4.407 2.883 0.0 0.0 0.0 0.13
H 0.427 5.343 1.254 0.0 0.0 0.0 0.11
H -1.603 6.719 1.438 0.0 0.0 0.0 0.11
H -3.722 5.723 2.236 0.0 0.0 0.0 0.11
H -3.792 3.356 2.894 0.0 0.0 0.0 0.11
H -3.639 1.356 3.530 0.0 0.0 0.0 0.10
H -2.794 -0.122 3.085 0.0 0.0 0.0 0.09
H -3.355 1.002 1.815 0.0 0.0 0.0 0.10
H -1.937 2.295 4.857 0.0 0.0 0.0 0.11
H -0.227 2.099 4.396 0.0 0.0 0.0 0.10
H -1.216 0.669 4.738 0.0 0.0 0.0 0.09
C 1.484 -2.727 -4.589 0.0 0.0 0.0 -0.09
N 0.116 -3.216 -4.629 0.0 0.0 0.0 -0.21
C -0.073 -4.395 -5.470 0.0 0.0 0.0 -0.05
C -0.747 -2.918 -3.629 0.1 0.0 -0.1 -0.74
S -0.210 -2.218 -2.188 -0.1 0.0 0.0 0.74
N -2.050 -3.202 -3.854 0.0 0.0 0.0 -0.21
C -2.644 -3.071 -5.181 0.0 0.0 0.0 -0.04
C -3.007 -3.162 -2.761 0.0 0.0 0.0 -0.09
H 1.898 -2.802 -5.594 0.0 0.0 0.0 0.09
H 2.098 -3.313 -3.900 0.0 0.0 0.0 0.08
H 1.500 -1.688 -4.272 0.0 0.0 0.0 0.06
H 0.804 -5.037 -5.372 0.0 0.0 0.0 0.10
H -0.192 -4.130 -6.522 0.0 0.0 0.0 0.10
H -0.942 -4.958 -5.143 0.0 0.0 0.0 0.09
H -1.914 -2.681 -5.884 0.0 0.0 0.0 0.09
H -3.472 -2.363 -5.121 0.0 0.0 0.0 0.10
H -3.027 -4.023 -5.552 0.0 0.0 0.0 0.10
H -2.571 -3.625 -1.880 0.0 0.0 0.0 0.06
H -3.887 -3.728 -3.065 0.0 0.0 0.0 0.10
H -3.295 -2.136 -2.521 0.0 0.0 0.0 0.08
N 2.842 -4.667 -0.849 0.0 0.0 0.0 0.19
C 2.910 -3.675 -0.277 0.0 0.0 0.0 -0.17
C 3.001 -2.431 0.439 0.0 0.0 0.0 -0.17
C 4.183 -2.031 1.053 0.0 0.0 0.0 0.03
C 4.208 -0.810 1.703 0.0 0.0 0.0 0.00
C 3.059 -0.043 1.735 0.0 0.0 -0.2 -0.08
N 1.915 -0.433 1.146 0.0 0.1 0.3 -0.06
C 1.887 -1.610 0.515 0.0 0.1 -0.1 -0.09
H 5.056 -2.669 1.017 0.0 0.0 0.0 0.14
H 5.102 -0.453 2.192 0.0 0.0 0.0 0.12
H 3.045 0.923 2.223 0.0 0.0 0.1 0.12
H 0.966 -1.897 0.029 0.0 0.0 0.0 0.04
```
Forces are in eV/Å.

As for the multiplicity: 1. Its HOMO energy (spin up / spin down) is -9.92 / -10.06 eV. The net charge is +1. The HOMO-LUMO gap (spin up / spin down) comes out at 0.2423 / 0.2533 Eh.